Record 1
DFT (the ωB97M-V functional and the def2-TZVPD basis) results for the molecule C5H7N.

Calculated values
SMILES: Cc1ccc[nH]1
Spin multiplicity: 1
HOMO-LUMO gap, Ha: 0.314
Net charge: 0
E_HOMO, eV: -7.512

Element x y z (Å)
1 N -0.402979 0.264563 1.194525
2 C -0.341205 0.212934 -0.135389
3 C 0.794136 -0.411892 -0.623693
4 C 1.156495 -0.542875 1.529095
5 C -1.370167 0.778172 -1.086921
6 C 1.799252 -0.864934 0.391370
7 H 1.125665 -0.591230 2.569158
8 H 2.804760 -1.321568 0.105973
9 H -2.392978 0.422884 -0.916149
10 H -1.386087 1.876997 -1.060663
11 H -1.260790 0.794654 1.528611
12 H -1.074175 0.499563 -2.102475
13 H 0.548072 -1.117269 -1.393441

Forces on the atoms, in the same order (eV/Å):
N 1.81 -0.88 -0.69
C 0.72 -0.42 -0.85
C 0.34 -0.88 -0.26
C -2.07 1.55 0.08
C -0.02 -0.09 0.02
C -2.66 1.14 -0.33
H 0.78 -0.17 1.29
H -1.82 0.57 0.98
H 0.17 0.00 0.14
H 0.06 -0.24 0.13
H 2.10 -0.95 0.67
H -0.12 0.03 0.17
H 0.71 0.33 -1.35

Record 2
DFT (the ωB97M-V functional and the def2-TZVPD basis) results for the molecule C5H7N.

Calculated values
SMILES: C1=C[C@@H]2N[C@@H]2C1
Spin multiplicity: 1
HOMO-LUMO gap, Ha: 0.359
Net charge: 0
E_HOMO, eV: -8.439

Element x y z (Å)
1 N 1.160598 0.776246 -0.522620
2 C 0.359692 -1.349148 0.235362
3 C -0.448477 -0.740686 1.105061
4 C -0.227113 0.782374 -0.711447
5 C 0.619739 -0.457692 -0.942050
6 C -0.968027 0.598823 0.608461
7 H 0.786660 -0.853940 -1.946488
8 H -2.058415 0.602446 0.499998
9 H 1.973022 1.336509 -0.552594
10 H -0.701784 1.289804 -1.555935
11 H 0.870701 -2.294268 0.388842
12 H -0.669322 -1.106702 2.103395
13 H -0.697273 1.416234 1.290016

Forces on the atoms, in the same order (eV/Å):
N 0.14 0.03 0.37
C -0.15 0.03 0.14
C 0.01 -0.13 -0.04
C -0.26 0.14 0.05
C 0.01 -0.30 -0.05
C -0.07 -0.04 0.00
H 0.01 0.13 0.22
H 0.09 -0.04 -0.01
H 0.36 0.37 -0.69
H 0.17 -0.07 0.18
H -0.16 0.07 0.02
H -0.04 -0.02 -0.16
H -0.11 -0.17 -0.02

Record 3
DFT (the ωB97M-V functional and the def2-TZVPD basis) results for the molecule C5H7N.

Calculated values
Spin multiplicity: 1
HOMO-LUMO gap (alpha / beta), Ha: 0.278 / 0.257
Net charge: 0
E_HOMO (alpha / beta), eV: -6.846 / -6.646

Element x y z (Å)
1 N -0.353203 1.148768 0.100079
2 C -1.014650 0.065338 -0.283866
3 C -1.556053 -0.943201 0.660489
4 C 2.488129 -0.668980 -0.563699
5 C 0.854843 1.383409 -0.507342
6 C 1.743468 0.291226 -0.594497
7 H 1.157887 2.398347 -0.724707
8 H -0.635537 1.660539 0.939077
9 H -0.752230 -1.673161 0.852662
10 H -0.874646 -0.189804 -1.327126
11 H 3.180740 -1.466821 -0.410330
12 H -2.397699 -1.493836 0.233080
13 H -1.841053 -0.511824 1.626174

Forces on the atoms, in the same order (eV/Å):
N -0.02 0.10 0.18
C -0.12 -0.33 -0.08
C -0.09 0.00 0.04
C -0.18 0.35 0.01
C 0.28 0.10 0.00
C 0.21 -0.24 -0.09
H 0.00 -0.08 0.16
H 0.03 -0.11 -0.25
H -0.17 0.08 0.06
H 0.14 -0.11 0.14
H -0.13 0.14 -0.14
H 0.05 0.12 0.09
H 0.00 -0.01 -0.12

Number 3 is which compound? C5H7N